The following is a DFT calculation (wB97M-V/def2-TZVPD) of a structure of composition C9H19AgBrNO at a distorted geometry.

Output
Gap between HOMO and LUMO (spin up / spin down)   4.470 / 3.696 eV
Total energy   -87215.5063 eV
⟨S²⟩   2.006
Net charge   0
Spin multiplicity   3

Structure (XYZ):
```
32
C9H19AgBrNO | the OMol25 dataset | wB97M-V/def2-TZVPD
Ag 2.755 -24.994 -0.929
Br 1.209 -25.258 -3.226
C 1.960 -26.482 -8.518
C 0.549 -27.044 -8.461
C 0.577 -28.496 -9.039
C -0.694 -29.346 -8.954
C -1.167 -29.258 -7.536
C -1.175 -27.860 -6.759
N 0.041 -27.085 -7.069
O 0.056 -25.843 -6.512
C -2.550 -27.144 -7.212
C -1.143 -28.107 -5.205
C -0.310 -26.165 -9.372
H 1.952 -25.394 -8.455
H 2.570 -26.839 -7.688
H 2.556 -26.727 -9.397
H 0.710 -28.504 -10.121
H 1.390 -29.085 -8.616
H -1.452 -28.871 -9.577
H -0.654 -30.361 -9.347
H -0.566 -29.963 -6.962
H -2.144 -29.729 -7.428
H -2.735 -27.373 -8.261
H -2.516 -26.092 -6.926
H -3.345 -27.498 -6.556
H -1.201 -27.153 -4.681
H -0.285 -28.623 -4.775
H -1.925 -28.805 -4.908
H -1.290 -26.606 -9.557
H -0.525 -25.215 -8.883
H 0.235 -25.875 -10.271
H 0.500 -25.899 -5.663
```